# 1
Here is a 7-piece molecular cluster, C26H34Cl2F18O12 overall from OMol25. Energies are from wB97M-V/def2-TZVPD.

## Properties
* highest occupied orbital energy: -10.6 eV
* charge: 0
* Kohn-Sham gap: 10.90 eV
* energy relative to the best compared isomer or geometry (same formula, charge and spin): 0.00 kcal per mole
* SMILES: CCOC(=O)C(F)(F)F.CCOC(=O)C(F)(F)F.CCOC(=O)C(F)(F)F.CCOC(=O)C(F)(F)F.CCOC(=O)C(F)(F)F.CCOC(=O)C(F)(F)F.ClCCCl

Structure (XYZ):
```
92
C26H34Cl2F18O12, DFT wB97M-V/def2-TZVPD
C 2.32 -6.17 0.81
C 1.26 -5.28 0.23
O 1.52 -5.17 -1.17
C 0.61 -4.54 -1.88
O -0.35 -3.98 -1.46
C 0.96 -4.57 -3.39
F 2.02 -5.32 -3.66
F -0.07 -5.01 -4.10
F 1.22 -3.31 -3.78
H 2.37 -7.11 0.26
H 2.14 -6.34 1.87
H 3.28 -5.65 0.73
H 1.31 -4.29 0.70
H 0.22 -5.58 0.38
C -4.10 -0.59 5.33
C -4.66 -1.64 4.40
O -4.00 -1.52 3.13
C -4.06 -2.56 2.32
O -4.54 -3.63 2.55
C -3.48 -2.21 0.94
F -4.51 -1.81 0.17
F -2.59 -1.21 1.00
F -2.90 -3.25 0.37
H -3.01 -0.63 5.38
H -4.47 -0.79 6.34
H -4.41 0.41 5.02
H -5.73 -1.46 4.27
H -4.56 -2.65 4.80
C 3.40 8.05 -0.36
C 3.13 6.98 -1.41
O 2.48 5.84 -0.78
C 1.19 5.65 -0.99
O 0.51 6.15 -1.83
C 0.64 4.55 -0.05
F -0.65 4.77 0.21
F 0.77 3.35 -0.63
F 1.31 4.53 1.12
H 4.18 7.76 0.35
H 2.47 8.35 0.11
H 3.77 8.93 -0.89
H 4.04 6.57 -1.83
H 2.48 7.40 -2.17
C 0.37 -1.90 5.53
C 0.30 -1.29 4.15
O -0.54 -0.11 4.13
C -0.04 1.03 3.70
O 1.11 1.28 3.48
C -1.13 2.07 3.40
F -0.90 2.62 2.21
F -2.36 1.58 3.43
F -1.06 3.05 4.33
H 1.24 -2.56 5.60
H -0.54 -2.45 5.78
H 0.41 -1.19 6.36
H -0.25 -1.95 3.49
H 1.28 -1.06 3.73
C -6.45 -1.20 -6.54
C -5.15 -1.95 -6.68
O -4.52 -1.98 -5.38
C -3.71 -2.98 -5.12
O -3.51 -3.94 -5.81
C -2.98 -2.80 -3.77
F -3.52 -1.80 -3.06
F -3.09 -3.93 -3.06
F -1.69 -2.53 -3.96
H -6.97 -1.17 -7.50
H -6.29 -0.19 -6.17
H -7.12 -1.74 -5.87
H -4.46 -1.40 -7.34
H -5.29 -2.93 -7.13
C 3.71 1.94 1.18
C 4.15 2.71 -0.05
O 5.40 3.36 0.23
C 6.47 2.95 -0.41
O 6.55 2.06 -1.21
C 7.72 3.78 -0.04
F 8.74 2.98 0.23
F 8.06 4.56 -1.07
F 7.50 4.56 1.02
H 4.25 1.02 1.40
H 2.65 1.69 1.21
H 3.90 2.58 2.05
H 3.41 3.47 -0.30
H 4.26 2.04 -0.89
Cl -0.85 0.24 -3.00
C -0.45 -0.62 -1.49
C 0.03 0.32 -0.42
Cl 0.80 -0.66 0.89
H 0.30 -1.35 -1.77
H -1.36 -1.12 -1.16
H -0.73 0.95 0.02
H 0.87 0.89 -0.78
```

Löwdin atomic charge list, values in e, 5 entries: C -0.061; C -0.210; O 0.043; C -0.400; O 0.157


# 2
Here is C26H34Cl2FeNO3S5 as an isolated structure from OMol25. Energies are from wB97M-V/def2-TZVPD.

## Properties
* highest occupied orbital energy (spin up / spin down): -10.3 / -10.3 eV
* charge: +1
* Kohn-Sham gap (spin up / spin down): 8.44 / 8.22 eV
* 2S+1: 5

Structure (XYZ):
```
72
C26H34Cl2FeNO3S5, DFT wB97M-V/def2-TZVPD
Fe -0.59 -0.15 -1.34
C -3.99 -0.29 -1.96
C -4.21 1.07 -1.32
S -2.75 1.70 -0.41
C -2.34 3.24 -1.29
C -1.47 3.08 -2.53
S 0.09 2.25 -2.10
C 0.82 2.05 -3.75
C 0.13 1.05 -4.66
S 0.43 -0.64 -4.04
C -1.01 -1.57 -4.67
C -2.15 -1.73 -3.68
S -2.70 -0.07 -3.22
H -4.91 -0.65 -2.42
H -3.64 -1.01 -1.23
H -5.02 1.00 -0.60
H -4.47 1.82 -2.07
H -1.83 3.84 -0.54
H -3.27 3.74 -1.55
H -1.22 4.06 -2.92
H -1.99 2.50 -3.29
H 1.85 1.74 -3.55
H 0.86 3.03 -4.23
H 0.53 1.14 -5.67
H -0.95 1.21 -4.70
H -0.62 -2.55 -4.94
H -1.34 -1.08 -5.58
H -1.83 -2.26 -2.78
H -2.97 -2.28 -4.14
O 0.88 -1.61 -1.37
S 2.40 -1.69 -1.35
C 2.74 -3.47 -1.14
C 3.49 -3.63 0.18
C 2.89 -2.59 1.12
C 2.90 -1.28 0.35
H 3.28 -3.82 -2.01
H 1.75 -3.92 -1.11
H 4.56 -3.43 0.03
H 3.39 -4.64 0.57
H 3.45 -2.50 2.06
H 1.87 -2.85 1.37
H 3.90 -0.84 0.28
H 2.19 -0.53 0.72
Cl -1.83 3.08 3.91
C -0.39 2.95 2.94
C -0.23 3.85 1.90
C 0.90 3.79 1.11
C 1.88 2.87 1.41
C 1.73 1.99 2.47
Cl 3.06 0.95 2.85
C 0.57 1.97 3.25
N 0.38 1.09 4.32
C 0.61 -0.33 4.21
C 1.61 -0.90 4.98
C 1.83 -2.27 4.96
C 1.04 -3.08 4.16
C 0.03 -2.52 3.40
C -0.21 -1.14 3.42
C -1.34 -0.59 2.60
C -1.00 -0.50 1.13
O -1.71 -1.10 0.26
O -0.05 0.24 0.75
H -1.00 4.59 1.73
H 1.03 4.48 0.29
H 2.80 2.84 0.84
H -0.48 1.30 4.81
H 2.21 -0.26 5.62
H 2.60 -2.70 5.58
H 1.20 -4.15 4.14
H -0.61 -3.15 2.78
H -1.56 0.43 2.90
H -2.24 -1.18 2.72
```

Löwdin atomic charge list, values in e, 5 entries: Fe 0.590; C -0.483; C -0.485; S 0.917; C -0.499


# 3
Here is C26H34ClNiO2 as an isolated structure from OMol25. Energies are from wB97M-V/def2-TZVPD.

## Properties
* highest occupied orbital energy (spin up / spin down): -1.6 / -1.6 eV
* charge: -1
* Kohn-Sham gap (spin up / spin down): 3.74 / 3.74 eV
* energy relative to the best compared isomer or geometry (same formula, charge and spin): 0.76 kcal per mole
* 2S+1: 3

Structure (XYZ):
```
64
C26H34ClNiO2, DFT wB97M-V/def2-TZVPD
O -0.20 0.35 -1.16
C 0.91 0.56 -2.09
C 0.15 1.66 -2.85
H 1.06 -0.34 -2.70
H 1.80 0.90 -1.54
C -0.95 1.42 -1.79
H -0.20 1.42 -3.85
H 0.70 2.61 -2.79
C -2.32 0.88 -2.15
H -2.29 -0.09 -2.66
H -2.83 1.61 -2.80
H -2.91 0.77 -1.22
C -1.11 2.73 -1.08
H -0.14 3.23 -1.00
H -1.56 2.62 -0.09
H -1.76 3.37 -1.70
Ni -0.65 1.75 2.81
C 0.34 3.10 3.92
C 1.06 1.87 3.83
C 1.30 1.61 2.44
H 1.41 1.26 4.65
C 0.69 2.65 1.68
C 0.09 3.58 2.60
H -0.42 4.49 2.34
H 0.05 3.60 4.84
H 1.91 0.82 2.02
H 0.79 2.79 0.62
C -1.89 0.94 4.08
C -2.53 1.98 3.33
C -2.44 1.62 1.95
H -3.02 2.86 3.73
C -1.74 0.38 1.85
C -1.44 -0.05 3.16
H -0.98 -1.00 3.42
H -1.81 0.89 5.16
H -2.92 2.16 1.14
H -1.52 -0.16 0.93
O 0.11 -0.29 -4.73
C -0.34 0.50 -5.86
C 0.13 -0.16 -7.17
H 0.06 1.53 -5.80
H -1.44 0.56 -5.78
C 1.11 -1.27 -6.73
H 0.58 0.59 -7.83
H -0.75 -0.57 -7.68
C 0.91 -1.40 -5.20
H 2.15 -0.97 -6.94
H 0.93 -2.23 -7.21
H 1.86 -1.39 -4.64
H 0.38 -2.33 -4.94
Cl 1.11 -1.54 5.39
C 1.30 -3.04 4.60
C 1.44 -4.20 5.34
C 1.65 -5.43 4.69
C 1.59 -5.51 3.30
C 1.42 -4.36 2.53
C 1.30 -3.07 3.15
C 1.17 -1.93 2.38
H 1.40 -4.14 6.43
H 1.83 -6.32 5.30
H 1.69 -6.48 2.81
H 1.40 -4.42 1.44
H 1.05 -2.02 1.31
H 1.34 -0.95 2.82
```

Löwdin atomic charge list, values in e, 5 entries: O -0.081; C -0.117; C -0.076; H 0.093; H 0.122


# 4
Here is C26H34ClO2Sm as an isolated structure from OMol25. Energies are from wB97M-V/def2-TZVPD.

## Properties
* highest occupied orbital energy (spin up / spin down): -5.5 / -5.6 eV
* charge: 0
* Kohn-Sham gap (spin up / spin down): 5.62 / 5.66 eV
* energy relative to the best compared isomer or geometry (same formula, charge and spin): 0.00 kcal per mole
* 2S+1: 6

Structure (XYZ):
```
64
C26H34ClO2Sm, DFT wB97M-V/def2-TZVPD
O 0.53 0.33 -7.92
C 0.36 1.63 -8.58
C 0.12 1.03 -9.97
H 1.27 2.23 -8.51
H -0.51 2.17 -8.18
C 0.33 -0.32 -9.22
H 0.89 1.25 -10.70
H -0.89 1.16 -10.35
C 1.56 -1.06 -9.70
H 2.43 -0.40 -9.74
H 1.38 -1.45 -10.71
H 1.79 -1.91 -9.04
C -0.88 -1.22 -9.23
H -1.78 -0.68 -8.92
H -0.73 -2.08 -8.56
H -1.04 -1.61 -10.24
Sm 0.01 0.09 -0.09
C -2.13 -0.47 1.28
C -1.93 0.93 1.46
C -2.12 1.59 0.21
H -1.72 1.44 2.40
C -2.46 0.59 -0.76
C -2.46 -0.68 -0.10
H -2.74 -1.63 -0.56
H -2.11 -1.23 2.05
H -2.11 2.67 0.04
H -2.79 0.78 -1.78
C 1.22 -1.63 1.53
C 0.42 -2.41 0.64
C 0.98 -2.30 -0.67
H -0.42 -3.04 0.93
C 2.14 -1.46 -0.59
C 2.29 -1.05 0.77
H 3.10 -0.44 1.16
H 1.07 -1.53 2.61
H 0.68 -2.86 -1.55
H 2.85 -1.26 -1.39
O 0.38 0.61 -2.30
C -0.03 -0.29 -3.41
C -0.32 0.65 -4.57
H -0.91 -0.85 -3.06
H 0.81 -0.97 -3.61
C 0.57 1.87 -4.31
H -1.38 0.92 -4.52
H -0.12 0.21 -5.55
C 0.54 2.02 -2.80
H 0.21 2.75 -4.82
H 1.60 1.66 -4.64
H -0.35 2.57 -2.43
H 1.47 2.44 -2.38
Cl -0.37 4.50 2.71
C 0.62 3.47 3.61
C 0.67 3.54 5.00
C 1.37 2.58 5.74
C 2.05 1.56 5.08
C 2.03 1.49 3.71
C 1.24 2.38 2.92
C 0.99 1.98 1.62
H 0.07 4.27 5.53
H 1.33 2.57 6.83
H 2.54 0.76 5.65
H 2.57 0.68 3.20
H 1.26 0.92 1.45
H 0.97 2.66 0.77
```

Löwdin atomic charge list, values in e, 5 entries: O -0.105; C -0.152; C -0.074; H 0.116; H 0.114


# 5
Here is C26H34F18O14Pb as an isolated structure from OMol25. Energies are from wB97M-V/def2-TZVPD.

## Properties
* highest occupied orbital energy: -6.9 eV
* charge: 0
* Kohn-Sham gap: 7.31 eV
* energy relative to the best compared isomer or geometry (same formula, charge and spin): 104.70 kcal per mole

Structure (XYZ):
```
93
C26H34F18O14Pb, DFT wB97M-V/def2-TZVPD
Pb 0.18 -0.39 0.66
O -0.84 -2.59 1.34
C -0.09 -3.51 0.52
C 1.51 -3.34 0.23
O 2.03 -2.04 -0.03
H -0.53 -3.68 -0.46
H -0.17 -4.52 0.94
H 1.81 -3.87 -0.67
H 2.04 -3.88 1.01
C 6.19 -1.00 0.80
C 4.76 -0.52 0.53
O 4.67 0.92 0.29
C 3.42 1.52 0.12
O 2.36 1.09 0.63
C 3.47 2.89 -0.69
F 3.06 3.91 0.08
F 4.68 3.09 -1.29
F 2.53 2.78 -1.68
H 6.78 -1.35 -0.05
H 6.15 -1.97 1.31
H 6.83 -0.29 1.31
H 4.08 -0.66 1.37
H 4.33 -0.99 -0.36
C 0.78 -0.08 -7.80
C 1.30 0.84 -6.75
O 1.62 0.02 -5.66
C 1.17 0.38 -4.39
O 0.33 1.33 -4.28
C 1.64 -0.60 -3.28
F 0.77 -0.62 -2.27
F 1.80 -1.73 -3.79
F 2.82 -0.19 -2.78
H 1.34 -1.02 -7.78
H 0.78 0.35 -8.80
H -0.24 -0.39 -7.58
H 0.56 1.62 -6.60
H 2.25 1.31 -7.03
C -2.29 0.37 5.12
C -2.67 -0.78 4.18
O -3.68 -0.27 3.32
C -3.34 0.44 2.25
O -2.20 0.50 1.79
C -4.49 1.21 1.56
F -5.68 1.05 2.13
F -4.12 2.52 1.43
F -4.62 0.72 0.26
H -1.42 0.11 5.72
H -3.16 0.56 5.75
H -2.05 1.27 4.55
H -3.13 -1.60 4.72
H -1.78 -1.19 3.70
C -2.50 4.54 -1.85
C -1.01 4.61 -1.50
O -0.73 4.55 -0.16
C -0.58 3.37 0.58
O -0.43 2.26 0.06
C -0.25 3.62 2.03
F 1.01 3.22 2.17
F -0.32 4.95 2.37
F -1.05 2.82 2.79
H -3.01 5.14 -1.09
H -2.87 3.54 -1.63
H -2.70 4.94 -2.84
H -0.74 5.64 -1.74
H -0.28 4.01 -2.05
C 0.29 -3.40 4.79
C 1.59 -2.80 4.20
O 2.02 -1.53 4.76
C 1.79 -0.37 4.23
O 1.05 -0.17 3.29
C 2.66 0.74 4.85
F 1.99 1.93 4.89
F 3.05 0.37 6.06
F 3.73 0.82 4.06
H 0.29 -3.16 5.86
H 0.11 -4.47 4.65
H -0.56 -3.07 4.20
H 1.55 -2.80 3.12
H 2.38 -3.50 4.48
C -3.94 -3.95 -2.54
C -3.78 -2.70 -1.65
O -3.74 -1.45 -2.38
C -2.81 -0.45 -2.16
O -2.03 -0.43 -1.24
C -2.99 0.73 -3.25
F -2.21 1.75 -2.89
F -2.70 0.33 -4.48
F -4.25 1.08 -3.30
H -3.27 -4.12 -3.39
H -4.87 -3.90 -3.10
H -3.93 -4.87 -1.95
H -2.92 -2.85 -1.00
H -4.55 -2.70 -0.87
```

Löwdin atomic charge list, values in e, 5 entries: Pb 1.644; O -0.456; C -0.380; C -0.371; O -0.441


# 6
Here is a 2-piece molecular cluster, C26H34FN2O7PS overall from OMol25. Energies are from wB97M-V/def2-TZVPD.

## Properties
* highest occupied orbital energy: -9.3 eV
* charge: 0
* Kohn-Sham gap: 8.14 eV
* SMILES: C#CCc1c(OC[C@@H](C)C(C)C)c(C(=O)NC(=O)F)c(COCC)c2c1C(=O)N([PH2]=S)C2=O.C1CCOC1

Structure (XYZ):
```
72
C26H34FN2O7PS, DFT wB97M-V/def2-TZVPD
C 0.55 3.32 3.89
C 1.42 2.73 3.29
C 2.51 1.93 2.68
C 2.19 1.33 1.30
C 0.93 0.84 0.89
O -0.13 0.89 1.73
C 0.02 0.03 2.90
C -1.08 -1.05 3.09
C -2.31 -0.92 2.14
C -0.49 -2.50 3.07
C 0.26 -2.85 1.77
C 0.50 -2.70 4.26
C 0.78 0.30 -0.40
C -0.57 -0.21 -0.92
O -0.94 -1.32 -0.69
N -1.44 0.63 -1.75
C -1.62 1.91 -1.22
O -1.87 2.16 -0.09
F -1.56 2.95 -2.10
C 1.84 0.19 -1.32
C 1.67 -0.44 -2.70
O 1.41 -1.83 -2.57
C 2.61 -2.58 -2.36
C 2.89 -2.91 -0.85
C 3.07 0.67 -0.91
C 3.22 1.23 0.39
C 4.71 1.62 0.52
O 5.33 1.78 1.52
N 5.16 1.68 -0.85
P 4.87 3.28 -1.51
S 5.93 3.68 -3.07
C 4.44 0.69 -1.61
O 4.82 0.03 -2.52
H -0.06 3.92 4.53
H 2.90 1.15 3.35
H 3.36 2.62 2.53
H 0.99 -0.50 2.79
H 0.10 0.65 3.81
H -1.47 -0.92 4.11
H -2.09 -0.50 1.16
H -2.68 -1.94 1.96
H -3.14 -0.41 2.66
H -1.34 -3.18 3.29
H -0.42 -3.29 1.03
H 1.07 -3.58 1.93
H 0.71 -1.96 1.30
H 0.73 -3.76 4.41
H 1.48 -2.23 4.02
H 0.15 -2.21 5.18
H -1.00 0.78 -2.66
H 2.54 -0.26 -3.36
H 0.77 -0.04 -3.20
H 2.49 -3.53 -2.89
H 3.49 -2.07 -2.77
H 2.15 -2.38 -0.23
H 2.81 -3.99 -0.66
H 3.90 -2.57 -0.59
H 3.50 3.35 -1.86
H 5.08 4.22 -0.46
C -4.99 1.26 -2.40
C -6.24 1.43 -3.24
C -6.57 -0.01 -3.61
O -6.10 -0.82 -2.53
C -5.27 -0.04 -1.66
H -4.79 2.10 -1.73
H -4.12 1.14 -3.05
H -7.05 1.85 -2.63
H -6.11 2.08 -4.11
H -6.04 -0.31 -4.52
H -7.63 -0.17 -3.76
H -5.83 0.15 -0.74
H -4.37 -0.59 -1.42
```

Löwdin atomic charge list, values in e, 5 entries: C 0.125; C -0.123; C -0.105; C -0.052; C -0.165


Number 1: energy -4632.0820 hartree. Number 2: energy -5466.5433 hartree. Number 3: energy -3129.9069 hartree. Number 4: energy -2279.6460 hartree. Number 5: energy -4054.8481 hartree. Number 6: energy -2486.6045 hartree.